92
Properties=species:S:1:pos:R:3 method="wB97M-V/def2-TZVPD" homo_energy_ev="-11.89 / -11.89" charge=+2 homo_lumo_gap_ev="4.127 / 4.106"
Sn -3.142 1.728 -2.326
C 1.154 0.774 2.174
C 0.339 -0.392 2.114
C 2.199 -0.757 0.814
C 2.314 0.533 1.389
C 0.990 -1.338 1.286
C 0.858 2.030 2.889
H 0.042 1.888 3.606
H 0.564 2.830 2.191
H 1.743 2.386 3.434
C 3.443 1.456 1.185
H 3.401 2.285 1.900
H 3.436 1.891 0.174
H 4.404 0.934 1.312
C 3.172 -1.366 -0.113
H 4.198 -1.207 0.244
H 3.104 -0.921 -1.118
H 2.999 -2.443 -0.213
C 0.501 -2.695 0.960
H 1.341 -3.393 0.845
H -0.075 -2.714 0.019
H -0.153 -3.071 1.757
C -0.932 -0.599 2.839
H -0.765 -1.060 3.827
H -1.601 -1.265 2.277
H -1.451 0.353 3.008
C -5.127 2.607 -2.130
C -5.132 3.331 -0.764
C -6.006 2.675 0.314
C -5.298 1.393 0.806
C -3.998 1.095 0.020
C -4.161 0.226 -1.149
C -5.592 0.095 -1.683
C -6.105 1.431 -2.300
H -7.012 2.463 -0.063
H -5.998 0.551 0.752
H -6.147 3.368 1.159
H -7.115 1.681 -1.927
H -5.224 3.330 -2.957
H -5.412 4.390 -0.897
H -6.228 1.276 -3.387
H -5.653 -0.707 -2.449
H -3.551 -0.691 -1.196
H -6.299 -0.235 -0.896
H -5.068 1.492 1.877
H -3.118 0.872 0.642
P -3.465 3.384 0.032
P -1.670 -2.582 -3.548
C -2.700 0.252 -4.108
C -2.898 -1.252 -4.219
H -1.666 0.503 -4.377
H -3.353 0.732 -4.859
H -3.872 -1.529 -3.790
H -2.943 -1.514 -5.296
C -1.124 -3.356 -5.109
H -0.231 -3.965 -4.885
H -0.858 -2.572 -5.836
H -1.926 -3.999 -5.503
C -2.877 -3.805 -2.903
H -3.717 -3.925 -3.605
H -3.255 -3.453 -1.929
H -2.364 -4.768 -2.758
C -2.779 4.882 -0.730
H -3.492 5.701 -0.532
H -2.636 4.746 -1.810
H -1.809 5.137 -0.264
C -3.372 3.656 1.810
H -2.530 3.067 2.209
H -4.291 3.390 2.351
H -3.147 4.717 1.988
C 0.556 1.354 -5.103
N 0.687 0.101 -4.400
C 1.614 -0.829 -5.003
C 0.422 -0.032 -2.982
C 0.435 1.254 -2.200
C 1.689 1.900 -2.130
C 1.848 3.049 -1.361
C 0.801 3.441 -0.530
C -0.383 2.674 -0.511
C -0.677 1.777 -1.528
H 1.513 1.907 -5.152
H -0.206 2.002 -4.652
H 0.263 1.121 -6.142
H 2.660 -0.463 -4.935
H 1.550 -1.806 -4.499
H 1.364 -0.942 -6.071
H -0.549 -0.552 -2.851
H 1.175 -0.738 -2.568
H 2.529 1.501 -2.709
H 2.789 3.606 -1.390
H 0.904 4.325 0.101
H -1.072 2.833 0.336

---

18
Properties=species:S:1:pos:R:3 method="wB97M-V/def2-TZVPD" homo_energy_ev=-8.72 homo_lumo_gap_ev=9.594
C 0.577 1.385 1.443
C 0.230 0.121 0.700
C 1.339 -0.670 0.032
N 1.423 -0.162 -1.341
C 0.414 -0.422 -2.108
N -0.513 -1.433 -2.048
N -0.991 -0.294 0.454
N -2.042 0.304 1.061
H 0.168 2.253 0.921
H 0.169 1.341 2.457
H 1.662 1.500 1.517
H 2.288 -0.495 0.548
H 1.133 -1.748 0.064
H 0.434 0.024 -3.117
H -1.317 -1.313 -2.653
H -0.825 -1.621 -1.091
H -1.943 1.313 1.168
H -2.207 -0.082 1.993

---

105
Properties=species:S:1:pos:R:3 method="wB97M-V/def2-TZVPD" homo_energy_ev="-14.56 / -14.78" charge=+3 multiplicity=5 homo_lumo_gap_ev="6.067 / 3.344"
Pt 0.871 -0.894 -0.119
C 1.287 4.214 1.467
C 0.208 3.513 0.712
C -0.798 4.191 0.048
C -1.769 3.501 -0.681
N -1.789 2.155 -0.678
N -0.859 1.511 -0.054
B -1.043 -0.059 0.022
N -1.907 -0.528 -1.155
N -3.229 -0.544 -0.941
C -4.008 -0.783 -1.966
C -3.460 -1.002 -3.258
C -2.112 -0.997 -3.472
C -1.478 -1.237 -4.804
C -1.317 -0.759 -2.324
S 0.420 -0.782 -2.374
C -5.507 -0.809 -1.739
C -6.142 0.293 -2.603
C -5.840 -0.559 -0.270
C -6.044 -2.183 -2.166
N -1.679 -0.404 1.390
N -2.597 0.452 1.843
C -3.249 0.128 2.937
C -2.998 -1.106 3.589
C -2.032 -1.967 3.142
C -1.695 -3.260 3.810
C -1.336 -1.539 1.990
S 0.012 -2.420 1.320
C -4.263 1.109 3.489
C -5.634 0.417 3.549
C -3.820 1.513 4.904
C -4.359 2.350 2.606
C 0.171 2.103 0.606
S 1.410 1.097 1.213
C -2.863 4.151 -1.493
C -2.700 5.669 -1.546
C -2.816 3.570 -2.917
C -4.208 3.790 -0.836
H 1.183 5.292 1.372
H 2.274 3.925 1.102
H 1.242 3.953 2.526
H -0.814 5.272 0.071
H -4.130 -1.192 -4.087
H -2.229 -1.491 -5.548
H -0.754 -2.051 -4.748
H -0.945 -0.346 -5.142
H -5.781 1.282 -2.313
H -7.223 0.276 -2.469
H -5.945 0.151 -3.667
H -5.466 0.410 0.063
H -5.413 -1.331 0.373
H -6.923 -0.572 -0.145
H -5.893 -2.375 -3.229
H -7.117 -2.222 -1.980
H -5.574 -2.988 -1.598
H -3.568 -1.359 4.473
H -2.338 -3.429 4.670
H -0.657 -3.260 4.149
H -1.815 -4.096 3.119
H -5.631 -0.456 4.202
H -5.966 0.107 2.557
H -6.369 1.115 3.949
H -3.783 0.662 5.586
H -4.535 2.226 5.314
H -2.838 1.989 4.893
H -4.660 2.093 1.591
H -3.405 2.882 2.557
H -5.103 3.027 3.025
H -1.744 5.964 -1.984
H -2.798 6.128 -0.561
H -3.485 6.088 -2.173
H -1.864 3.785 -3.406
H -3.607 4.030 -3.509
H -2.977 2.491 -2.912
H -4.278 4.194 0.175
H -4.344 2.708 -0.793
H -5.015 4.221 -1.428
C 8.459 -4.651 -2.461
As 7.378 -3.381 -1.496
C 7.153 -4.082 0.284
C 8.294 -1.640 -1.486
C 9.355 -1.793 -0.448
C 10.595 -2.343 -0.783
C 11.564 -2.518 0.191
C 11.300 -2.153 1.505
C 10.070 -1.599 1.844
C 9.098 -1.423 0.875
H 9.402 -4.781 -1.931
H 8.638 -4.286 -3.470
H 7.933 -5.603 -2.502
H 8.136 -4.203 0.739
H 6.659 -5.048 0.198
H 6.545 -3.401 0.873
H 7.557 -0.874 -1.266
H 8.682 -1.514 -2.496
H 10.810 -2.607 -1.812
H 12.529 -2.928 -0.076
H 12.059 -2.287 2.264
H 9.877 -1.296 2.864
H 8.142 -0.983 1.133
O 3.016 -0.314 -0.862
Cl 3.884 -1.139 0.055
O 5.190 -1.197 -0.500
O 3.870 -0.514 1.340
O 3.266 -2.440 0.110

---

60
Properties=species:S:1:pos:R:3 method="wB97M-V/def2-TZVPD" homo_energy_ev="-0.86 / -1.58" charge=-2 multiplicity=2 homo_lumo_gap_ev="5.314 / 6.022"
Ti 0.189 -0.052 -0.153
C 1.856 3.118 2.415
C 0.883 2.195 1.757
N 1.270 1.037 1.223
N 2.530 0.584 1.531
C 2.581 -0.653 1.119
O 1.573 -1.210 0.541
C 3.811 -1.454 1.313
C 4.991 -0.873 1.778
C 6.128 -1.644 1.946
C 6.101 -3.004 1.653
C 4.929 -3.583 1.186
C 3.789 -2.814 1.013
C -0.518 2.412 1.717
C -1.164 3.585 2.174
C -2.534 3.638 2.191
C -3.271 2.526 1.766
C -2.571 1.429 1.294
N -1.249 1.363 1.236
H 2.599 2.537 2.960
H 1.361 3.800 3.104
H 2.397 3.711 1.672
H 4.994 0.186 1.999
H 7.042 -1.185 2.303
H 6.993 -3.606 1.783
H 4.902 -4.640 0.950
H 2.870 -3.242 0.636
H -0.577 4.435 2.493
H -3.039 4.534 2.533
H -4.352 2.515 1.783
H -3.087 0.544 0.942
S -1.262 -1.640 1.384
C -1.343 -3.173 0.572
C -1.953 -4.249 1.294
N -2.456 -5.089 1.905
C -0.919 -3.378 -0.710
S -0.195 -2.167 -1.715
C -1.099 -4.670 -1.308
N -1.266 -5.698 -1.806
C -3.811 -1.684 -1.316
C -3.266 -0.411 -1.843
N -2.178 0.204 -1.423
C -2.021 1.289 -2.224
C -3.028 1.363 -3.139
N -3.822 0.270 -2.879
C -3.357 2.322 -4.199
O -2.480 3.293 -4.367
O -4.340 2.169 -4.903
C -0.877 2.194 -1.991
O -0.805 3.246 -2.672
O -0.112 1.833 -1.067
H -3.462 -1.820 -0.294
H -3.440 -2.523 -1.907
H -4.903 -1.685 -1.342
H -4.640 0.034 -3.415
H -1.712 3.210 -3.683
C 1.645 0.102 -1.750
H 1.147 0.241 -2.716
H 2.293 -0.774 -1.805
H 2.232 1.002 -1.540

---

170
Properties=species:S:1:pos:R:3 method="wB97M-V/def2-TZVPD" homo_energy_ev=-6.89 charge=-1 homo_lumo_gap_ev=8.948
P 1.456 -0.880 2.115
F 2.576 -0.307 3.159
F 1.100 -2.049 3.200
F 0.193 -0.067 2.787
F 0.314 -1.438 1.099
F 1.701 0.359 1.159
F 2.655 -1.722 1.366
C -1.174 2.505 0.929
O -2.429 3.179 0.558
C -2.405 3.742 -0.796
C -3.675 4.556 -1.045
O -4.860 3.748 -1.140
C -5.981 4.533 -1.636
C -7.382 3.879 -1.368
O -7.962 3.992 -0.021
C -7.055 3.445 1.010
H -1.192 1.446 0.672
H -1.236 2.407 2.013
H -0.254 3.034 0.677
H -2.327 2.909 -1.495
H -1.491 4.321 -0.928
H -3.546 5.081 -1.992
H -3.741 5.325 -0.276
H -5.905 4.608 -2.720
H -5.949 5.542 -1.223
H -7.451 2.813 -1.584
H -8.114 4.316 -2.048
H -7.021 2.356 1.007
H -7.502 3.795 1.940
H -6.044 3.850 0.977
C -10.286 0.168 1.484
O -9.553 -1.011 1.229
C -9.185 -1.130 -0.111
C -8.104 -0.243 -0.671
O -6.820 -0.374 0.020
C -5.666 0.237 -0.593
C -4.553 0.402 0.409
O -4.186 -0.784 1.132
C -2.810 -0.873 1.498
H -9.678 1.030 1.208
H -10.407 0.301 2.559
H -11.251 0.314 1.000
H -10.087 -0.943 -0.694
H -8.880 -2.168 -0.245
H -8.525 0.757 -0.569
H -8.016 -0.440 -1.739
H -5.919 1.226 -0.975
H -5.306 -0.377 -1.418
H -4.742 1.287 1.017
H -3.716 0.729 -0.208
H -2.595 -1.878 1.861
H -2.493 -0.149 2.249
H -2.231 -0.775 0.580
C 3.175 3.643 -0.646
O 3.201 3.241 -2.037
C 4.314 2.433 -2.458
C 4.440 2.302 -3.993
O 4.865 3.465 -4.747
C 3.765 4.129 -5.429
C 4.034 5.537 -5.899
O 2.918 5.963 -6.589
C 2.923 7.370 -6.857
H 2.672 4.604 -0.756
H 4.163 3.919 -0.277
H 2.668 2.957 0.032
H 4.092 1.454 -2.032
H 5.221 2.788 -1.969
H 3.629 1.752 -4.469
H 5.306 1.689 -4.242
H 2.875 4.200 -4.805
H 3.494 3.375 -6.169
H 4.971 5.539 -6.456
H 4.152 6.202 -5.043
H 3.614 7.561 -7.679
H 3.176 7.972 -5.985
H 1.942 7.721 -7.176
C 5.247 -2.044 -4.943
O 4.485 -1.418 -3.975
C 3.212 -2.110 -3.826
C 2.249 -1.406 -2.829
O 1.947 -0.062 -3.335
C 1.122 0.742 -2.422
C -0.266 0.153 -2.062
O -1.075 -0.218 -3.215
C -2.069 -1.179 -3.074
H 5.236 -3.133 -4.991
H 6.277 -1.707 -4.827
H 4.888 -1.726 -5.922
H 3.464 -3.076 -3.388
H 2.765 -2.156 -4.819
H 2.735 -1.320 -1.857
H 1.344 -2.004 -2.728
H 0.944 1.690 -2.931
H 1.659 0.994 -1.508
H -0.801 0.978 -1.592
H 0.044 -0.624 -1.363
H -2.517 -1.397 -4.044
H -2.847 -0.714 -2.469
H -1.610 -2.075 -2.657
C -1.898 -5.715 -3.400
O -1.534 -5.198 -2.166
C -0.164 -4.725 -2.167
C 0.068 -4.295 -0.743
O 0.242 -5.360 0.125
C 0.620 -5.120 1.493
C -0.577 -4.591 2.350
O -1.747 -5.486 2.294
C -2.665 -5.390 1.252
H -1.147 -6.412 -3.771
H -2.080 -4.823 -4.000
H -2.833 -6.271 -3.345
H -0.140 -3.846 -2.810
H 0.638 -5.381 -2.506
H -0.691 -3.561 -0.473
H 1.020 -3.765 -0.713
H 1.544 -4.543 1.538
H 0.978 -6.101 1.804
H -0.824 -3.574 2.044
H -0.174 -4.472 3.356
H -3.440 -6.126 1.467
H -2.288 -5.593 0.249
H -3.241 -4.466 1.294
C 4.433 -4.303 2.070
O 4.680 -5.247 1.294
N 4.325 -4.396 3.381
C 4.235 -3.206 4.261
C 4.601 -5.625 4.094
H 4.354 -3.279 1.675
H 5.140 -2.852 4.754
H 3.650 -3.514 5.128
H 3.660 -2.380 3.841
H 5.157 -6.377 3.532
H 5.190 -5.436 4.991
H 3.737 -6.232 4.364
C 3.843 2.505 5.114
O 4.431 2.697 6.199
N 3.386 3.451 4.274
C 2.789 3.185 2.991
C 3.796 4.882 4.488
H 3.677 1.484 4.738
H 2.886 2.114 2.812
H 3.401 3.654 2.221
H 1.788 3.589 2.842
H 4.151 5.020 5.509
H 4.512 5.156 3.714
H 2.836 5.368 4.313
C -0.210 -1.197 6.248
O 0.120 -0.862 7.368
N -1.220 -2.035 6.004
C -1.557 -2.606 4.716
C -2.098 -2.557 7.041
H 0.351 -0.868 5.360
H -2.568 -2.477 4.329
H -1.476 -3.692 4.761
H -0.907 -2.211 3.937
H -1.972 -2.202 8.064
H -3.170 -2.427 6.886
H -2.000 -3.641 7.106
C 4.900 0.683 0.869
O 5.262 1.702 1.459
N 5.662 0.134 -0.134
C 5.464 -1.197 -0.642
C 6.829 0.837 -0.577
H 3.995 0.089 1.069
H 5.463 -1.030 -1.719
H 4.550 -1.634 -0.241
H 6.326 -1.814 -0.387
H 7.718 0.448 -0.080
H 7.044 0.599 -1.619
H 6.836 1.926 -0.550

---

Energy relative to the best compared isomer or geometry (same formula, charge and spin) list, top to bottom, in eV: 1.289 2.174 0.061 0.313 2.457
Molar mass list, top to bottom, in Da: 646.469 114.152 1045.316 610.480 1108.217
Largest force on an atom list, top to bottom, in hartree/bohr: 0.090 0.083 0.005 0.032 0.056